1.
14
Properties=species:S:1:pos:R:3:lowdin_charge:R:1 method="wB97M-V/def2-TZVPD" total_charge=+1 energy_ev=-15331.05706
Cs -2.20 -3.34 1.21 1.003
O -1.17 -0.03 -0.09 -0.062
C -2.16 1.00 -0.24 -0.012
H -2.10 1.69 0.61 0.104
H -1.98 1.53 -1.18 0.105
H -3.12 0.49 -0.26 0.094
C 2.35 -0.77 -0.33 0.000
C 1.08 -0.85 0.14 -0.503
O 0.51 -1.74 0.89 -0.219
C 0.11 0.33 -0.04 -0.430
O 0.47 1.48 -0.20 0.035
Na 2.56 1.80 0.72 0.777
H 2.62 0.02 -1.03 0.043
H 3.03 -1.61 -0.17 0.064

2.
286
Properties=species:S:1:pos:R:3:lowdin_charge:R:1 method="wB97M-V/def2-TZVPD" total_charge=0 energy_ev=-150706.37526
C -4.54 12.46 -11.84 -0.234
C -4.60 11.79 -13.20 -0.222
O -4.81 10.41 -13.02 -0.096
O -3.41 12.13 -11.06 -0.053
H -5.35 12.01 -11.27 0.120
H -4.81 13.51 -11.92 0.123
H -3.67 11.92 -13.75 0.097
H -5.39 12.25 -13.79 0.123
H -4.16 10.12 -12.38 0.033
H -3.46 11.19 -10.89 0.042
C 4.16 10.36 -11.17 -0.216
C 3.64 11.05 -9.87 -0.243
O 3.59 12.43 -9.99 -0.060
O 3.23 10.31 -12.24 -0.105
H 4.34 9.29 -11.04 0.080
H 5.11 10.71 -11.57 0.119
H 4.24 10.73 -9.02 0.116
H 2.63 10.69 -9.63 0.109
H 3.17 12.70 -10.81 0.086
H 3.47 9.70 -12.93 0.015
C -0.03 11.31 -16.58 -0.210
C -1.29 12.20 -16.39 -0.287
O -1.84 12.12 -15.16 -0.055
O -0.36 9.97 -16.24 -0.086
H 0.76 11.64 -15.91 0.105
H 0.34 11.45 -17.60 0.117
H -2.03 11.80 -17.08 0.121
H -1.15 13.26 -16.60 0.122
H -1.25 12.67 -14.63 0.109
H -0.86 9.85 -15.43 0.028
C 2.75 8.77 -15.26 -0.201
C 3.58 8.59 -16.61 -0.153
O 3.64 7.23 -17.06 -0.097
O 3.61 8.53 -14.21 -0.092
H 1.81 8.22 -15.19 0.113
H 2.45 9.82 -15.21 0.106
H 4.62 8.91 -16.53 0.123
H 3.14 9.16 -17.43 0.101
H 2.78 6.82 -17.18 0.042
H 3.58 7.58 -14.04 0.024
C -2.04 4.66 -22.30 -0.253
C -3.36 3.90 -22.69 -0.214
O -3.47 2.78 -21.84 -0.081
O -2.12 5.27 -21.06 -0.121
H -1.80 5.52 -22.94 0.112
H -1.21 3.96 -22.39 0.103
H -3.33 3.69 -23.76 0.115
H -4.15 4.64 -22.56 0.102
H -3.68 3.01 -20.93 0.017
H -1.36 5.85 -20.95 0.009
C -1.85 8.82 -11.44 -0.153
C -1.23 9.76 -12.52 -0.185
O -1.66 9.44 -13.81 -0.071
O -3.25 9.12 -11.18 -0.100
H -1.28 8.90 -10.51 0.117
H -1.77 7.75 -11.59 0.104
H -0.14 9.67 -12.54 0.125
H -1.47 10.78 -12.23 0.115
H -2.58 9.69 -13.91 0.063
H -3.48 8.58 -10.41 0.041
C 5.71 5.00 -14.91 -0.234
C 4.41 4.81 -14.02 -0.211
O 3.61 5.95 -13.93 -0.086
O 5.40 5.20 -16.24 -0.061
H 6.41 4.22 -14.60 0.101
H 6.29 5.90 -14.71 0.118
H 4.65 4.53 -13.00 0.070
H 3.89 3.90 -14.32 0.105
H 2.84 5.63 -13.46 0.046
H 4.87 6.00 -16.31 0.039
C -2.41 2.17 -16.46 -0.153
C -1.79 1.74 -15.10 -0.261
O -2.05 2.68 -14.13 -0.078
O -1.84 3.47 -16.87 -0.107
H -3.50 2.20 -16.40 0.082
H -2.12 1.43 -17.21 0.116
H -0.72 1.62 -15.25 0.092
H -2.13 0.71 -14.96 0.113
H -2.21 2.29 -13.26 0.009
H -2.13 4.08 -16.19 0.022
C 5.57 0.80 -13.95 -0.224
C 4.64 1.01 -15.14 -0.222
O 4.65 -0.15 -15.94 -0.079
O 5.66 2.02 -13.23 -0.071
H 6.57 0.48 -14.24 0.124
H 5.21 -0.08 -13.41 0.112
H 4.99 1.86 -15.73 0.124
H 3.65 1.29 -14.78 0.111
H 5.35 -0.04 -16.59 0.106
H 6.61 2.15 -13.12 0.093
C 1.10 1.99 -20.56 -0.235
C -0.09 1.79 -19.58 -0.213
O -1.05 0.93 -20.19 -0.069
O 1.52 0.79 -21.23 -0.066
H 1.95 2.53 -20.13 0.101
H 0.78 2.64 -21.37 0.095
H -0.61 2.70 -19.29 0.100
H 0.38 1.31 -18.72 0.104
H -1.65 1.44 -20.74 0.069
H 0.73 0.24 -21.21 0.064
C -1.05 6.15 -15.31 -0.202
C -0.38 5.89 -14.00 -0.195
O 0.20 4.59 -13.90 -0.085
O -2.36 5.63 -15.31 -0.090
H -0.55 5.72 -16.17 0.113
H -1.11 7.21 -15.55 0.122
H -1.02 6.13 -13.15 0.116
H 0.51 6.53 -14.00 0.106
H -0.50 3.98 -14.11 0.050
H -2.92 6.39 -15.10 0.054
C -4.14 8.92 -16.27 -0.139
O -4.30 7.82 -15.42 -0.144
H -5.15 9.13 -16.62 0.078
H -3.70 9.79 -15.80 0.065
H -3.56 8.73 -17.18 0.078
H -5.10 8.02 -14.93 0.021
C -4.16 6.02 -18.24 -0.043
C -4.81 4.68 -18.75 -0.321
C -5.80 4.97 -19.95 -0.164
O -7.04 5.62 -19.61 -0.188
C -7.99 4.86 -18.89 -0.114
N -3.63 3.86 -19.18 0.050
H -3.35 5.84 -17.53 0.059
H -4.91 6.60 -17.71 0.062
H -3.79 6.59 -19.09 0.075
H -5.41 4.21 -17.98 0.106
H -6.01 4.08 -20.54 0.118
H -5.29 5.68 -20.60 0.113
H -8.16 3.86 -19.28 0.090
H -8.90 5.46 -18.89 0.087
H -7.72 4.79 -17.84 0.060
H -2.95 3.62 -18.47 0.033
H -3.11 4.51 -19.75 0.020
C -7.85 9.96 -15.34 -0.052
C -7.93 8.85 -14.36 -0.447
C -8.57 7.63 -15.05 -0.216
O -9.20 6.84 -14.08 -0.190
C -9.64 5.56 -14.57 -0.076
N -6.64 8.58 -13.92 0.054
H -8.85 10.35 -15.54 0.084
H -7.59 9.63 -16.35 0.080
H -7.14 10.74 -15.07 0.075
H -8.54 9.04 -13.47 0.148
H -7.89 6.97 -15.59 0.111
H -9.29 7.91 -15.82 0.123
H -10.00 5.00 -13.71 0.092
H -8.94 4.94 -15.14 0.071
H -10.50 5.77 -15.21 0.085
H -6.24 9.39 -13.46 0.056
H -6.74 7.87 -13.20 0.078
C -5.21 0.27 -15.01 -0.048
C -6.08 1.45 -14.64 -0.489
C -5.43 2.80 -14.31 -0.188
O -6.38 3.77 -13.85 -0.170
C -6.00 5.04 -14.36 -0.093
N -7.07 1.53 -15.63 0.056
H -4.51 0.04 -14.20 0.071
H -4.69 0.55 -15.92 0.066
H -5.80 -0.63 -15.16 0.087
H -6.58 1.16 -13.72 0.135
H -4.84 3.03 -15.20 0.100
H -4.62 2.68 -13.59 0.106
H -6.74 5.83 -14.18 0.061
H -5.84 4.95 -15.43 0.085
H -5.04 5.28 -13.90 0.081
H -6.54 1.70 -16.47 0.076
H -7.57 2.38 -15.40 0.067
C 1.96 7.12 -11.34 -0.020
C 1.91 5.70 -10.72 -0.366
C 0.57 5.46 -9.95 -0.157
O 0.14 6.56 -9.12 -0.202
C -0.89 6.26 -8.20 -0.092
N 2.05 4.67 -11.73 0.071
H 1.04 7.39 -11.84 0.062
H 2.73 7.15 -12.11 0.044
H 2.02 7.84 -10.52 0.085
H 2.69 5.56 -9.97 0.123
H 0.74 4.64 -9.26 0.107
H -0.24 5.23 -10.63 0.104
H -1.76 6.08 -8.83 0.078
H -0.89 7.06 -7.45 0.087
H -0.59 5.43 -7.55 0.074
H 1.92 3.78 -11.28 0.060
H 1.37 4.66 -12.48 0.037
C -0.04 7.84 -18.99 -0.052
C 0.79 6.82 -19.73 -0.396
C 0.80 5.48 -18.93 -0.182
O 1.46 5.65 -17.71 -0.218
C 1.82 4.37 -17.17 -0.055
N 0.18 6.63 -21.02 0.050
H 0.10 8.84 -19.40 0.083
H 0.46 7.90 -18.02 0.068
H -1.11 7.66 -18.89 0.086
H 1.79 7.25 -19.78 0.146
H 1.27 4.68 -19.49 0.111
H -0.20 5.14 -18.69 0.123
H 2.17 4.59 -16.16 0.076
H 2.70 3.90 -17.60 0.100
H 0.97 3.71 -17.04 0.084
H 0.32 7.47 -21.56 0.105
H 0.86 6.04 -21.48 0.098
C 3.25 -0.68 -9.20 -0.063
C 3.14 0.07 -10.54 -0.445
C 1.94 1.01 -10.61 -0.184
O 1.91 1.79 -11.81 -0.211
C 1.22 1.21 -12.95 -0.053
N 4.35 0.83 -10.59 0.040
H 3.40 0.04 -8.39 0.081
H 4.02 -1.44 -9.10 0.073
H 2.38 -1.31 -9.00 0.068
H 3.18 -0.57 -11.42 0.133
H 1.98 1.71 -9.78 0.126
H 1.06 0.43 -10.31 0.118
H 1.60 0.23 -13.23 0.080
H 1.34 1.88 -13.81 0.082
H 0.16 1.10 -12.70 0.068
H 4.28 1.41 -11.41 0.039
H 5.06 0.14 -10.81 0.075
C -2.81 3.80 -10.84 -0.031
C -1.91 2.56 -10.80 -0.382
C -1.62 1.90 -9.42 -0.200
O -0.65 2.72 -8.85 -0.199
C -0.49 2.50 -7.47 -0.104
N -2.53 1.56 -11.66 0.030
H -3.66 3.71 -10.16 0.076
H -3.11 4.04 -11.86 0.078
H -2.27 4.64 -10.42 0.055
H -0.96 2.83 -11.28 0.129
H -1.44 0.84 -9.58 0.117
H -2.56 1.95 -8.88 0.123
H -0.18 1.49 -7.19 0.089
H -1.41 2.74 -6.94 0.091
H 0.32 3.12 -7.10 0.086
H -2.05 0.68 -11.70 0.087
H -3.47 1.35 -11.35 0.099
C 5.65 6.89 -10.83 -0.049
C 6.09 5.45 -10.98 -0.413
C 7.35 5.18 -10.14 -0.254
O 8.46 5.90 -10.50 -0.175
C 9.66 5.49 -9.86 -0.093
N 5.11 4.50 -10.44 0.066
H 6.47 7.56 -11.08 0.088
H 5.34 7.18 -9.83 0.090
H 4.80 7.10 -11.48 0.050
H 6.33 5.25 -12.03 0.117
H 7.55 4.11 -10.03 0.118
H 7.04 5.43 -9.13 0.123
H 10.02 4.54 -10.26 0.082
H 9.49 5.38 -8.78 0.086
H 10.42 6.25 -10.05 0.087
H 5.36 3.55 -10.63 0.051
H 4.27 4.54 -11.00 0.022
C 0.49 -0.91 -16.33 -0.050
C 1.46 -2.15 -16.48 -0.366
C 2.04 -2.43 -17.89 -0.247
O 2.46 -3.72 -18.06 -0.175
C 3.20 -3.96 -19.25 -0.102
N 2.60 -2.04 -15.55 0.037
H 0.17 -0.72 -15.30 0.052
H -0.39 -1.08 -16.96 0.075
H 0.99 0.01 -16.62 0.061
H 0.89 -3.05 -16.25 0.130
H 2.89 -1.79 -18.13 0.118
H 1.29 -2.17 -18.64 0.120
H 3.52 -5.00 -19.19 0.086
H 4.08 -3.32 -19.33 0.087
H 2.67 -3.95 -20.20 0.086
H 3.15 -2.80 -15.91 0.059
H 3.15 -1.19 -15.65 0.017
C -5.32 5.94 -11.07 -0.041
C -5.55 5.88 -9.50 -0.389
C -5.39 7.34 -8.95 -0.163
O -4.01 7.71 -8.92 -0.244
C -3.54 8.53 -7.85 -0.089
N -6.90 5.40 -9.20 0.042
H -6.11 6.56 -11.49 0.069
H -5.65 4.96 -11.42 0.061
H -4.32 6.23 -11.38 0.074
H -4.78 5.36 -8.92 0.120
H -5.68 7.25 -7.90 0.110
H -6.02 8.13 -9.35 0.134
H -3.96 9.54 -7.90 0.088
H -2.48 8.76 -7.93 0.085
H -3.88 8.20 -6.87 0.093
H -6.96 5.29 -8.20 0.068
H -7.05 4.46 -9.55 0.072

3.
11
Properties=species:S:1:pos:R:3:lowdin_charge:R:1 method="wB97M-V/def2-TZVPD" smiles=C#Cc1ccco1 total_charge=0 energy_ev=-8330.36149 relative_energy_kcal_mol=47.9
C -0.29 3.01 -0.61 0.048
C -0.05 1.86 -0.29 -0.046
C 0.09 0.50 0.01 -0.317
C -0.79 -0.43 0.48 0.006
C -0.07 -1.66 0.48 -0.051
C 1.18 -1.37 0.01 -0.106
O 1.28 -0.07 -0.30 0.058
H -1.19 2.95 -1.22 0.050
H -1.82 -0.25 0.76 0.124
H -0.42 -2.62 0.82 0.106
H 2.08 -1.94 -0.13 0.128

4.
127
Properties=species:S:1:pos:R:3:lowdin_charge:R:1 method="wB97M-V/def2-TZVPD" total_charge=+1 energy_ev=-130994.00352
C -4.85 1.40 2.58 -0.065
C -3.27 1.09 3.02 -0.200
O -2.59 0.56 1.80 -0.014
B -1.12 0.53 2.03 -0.507
O -0.63 0.72 3.41 0.094
N -0.08 0.33 0.91 0.082
C 0.22 -0.94 0.40 -0.008
N 1.23 -0.94 -0.76 0.121
C 0.72 -1.78 -1.91 -0.412
O 1.34 -3.14 -1.72 -0.055
C 1.19 -1.29 -3.40 -0.084
C 2.83 -0.98 -3.50 -0.326
C 3.24 -1.18 -5.11 -0.130
C 3.15 0.62 -3.17 -0.104
C -0.89 -1.97 -1.70 -0.031
C -1.12 -2.82 -0.28 -0.222
C -2.77 -2.73 -0.01 -0.122
C -3.39 -4.10 0.65 -0.150
C -3.62 -3.99 2.28 -0.121
F -4.19 -2.65 2.68 -0.150
N -0.46 -2.22 0.92 0.087
C 0.46 -3.11 1.69 -0.137
F 1.89 -3.11 1.22 0.023
F 0.07 -4.57 1.70 0.037
C 0.56 -2.76 3.32 -0.042
F 0.77 -4.07 4.05 0.017
F -0.76 -2.27 3.87 0.042
C 1.84 -1.83 3.74 -0.123
F 3.14 -2.59 3.82 0.054
F 2.02 -0.59 2.96 0.049
F 1.58 -1.38 5.16 0.041
S 0.67 1.82 0.33 1.001
O 2.24 1.74 0.30 -0.295
O 0.37 2.94 1.40 -0.278
C -0.02 2.43 -1.31 -0.188
F 1.14 3.09 -2.01 0.033
F -0.38 1.26 -2.14 0.018
C -1.18 3.59 -1.19 -0.086
F -0.45 4.84 -0.75 0.031
F -2.18 3.34 -0.09 0.055
C -1.92 3.98 -2.59 -0.071
F -2.72 5.23 -2.33 0.058
F -0.96 4.35 -3.68 0.052
C -2.93 2.85 -3.21 -0.132
F -2.49 2.25 -4.49 0.061
F -3.28 1.74 -2.30 0.053
F -4.22 3.56 -3.51 0.035
H -5.36 0.50 2.04 0.089
H -4.80 2.38 1.93 0.081
H -5.42 1.69 3.59 0.107
H -3.21 0.34 3.93 0.114
H -2.82 2.15 3.34 0.130
H 0.24 1.21 3.36 0.116
H 2.18 -1.20 -0.44 0.154
H 2.32 -3.06 -1.56 0.111
H 1.01 -2.20 -4.14 0.132
H 0.59 -0.39 -3.84 0.121
H 3.47 -1.71 -2.86 0.127
H 2.37 -0.76 -5.80 0.101
H 3.44 -2.31 -5.38 0.086
H 4.20 -0.54 -5.39 0.073
H 2.33 1.23 -3.76 0.088
H 3.18 0.84 -2.02 0.052
H 4.19 0.92 -3.63 0.086
H -1.53 -0.99 -1.76 0.134
H -1.26 -2.72 -2.55 0.173
H -0.86 -3.92 -0.55 0.167
H -3.25 -2.61 -1.09 0.126
H -3.05 -1.74 0.57 0.126
H -4.48 -4.22 0.18 0.130
H -2.80 -5.06 0.31 0.132
H -2.59 -4.14 2.81 0.093
H -4.44 -4.79 2.59 0.142
O -4.68 -1.21 5.16 -0.050
H -3.71 -1.13 5.16 0.018
H -4.86 -1.86 4.47 0.028
O 2.58 4.73 1.75 -0.044
H 1.80 4.18 1.59 -0.013
H 3.07 4.69 0.91 0.016
O 0.40 -6.53 5.81 -0.047
H 0.56 -5.88 5.10 0.001
H -0.38 -7.01 5.51 0.027
O -3.33 -1.66 8.03 -0.070
H -2.40 -1.66 7.79 0.001
H -3.80 -1.51 7.19 -0.006
O -2.72 -6.00 3.90 -0.066
H -2.71 -6.09 4.87 0.064
H -1.84 -6.28 3.63 0.040
O 1.01 7.48 -1.07 -0.042
H 1.88 7.26 -1.43 0.052
H 0.57 6.62 -0.98 0.003
O -6.39 4.91 -5.47 -0.059
H -6.04 5.75 -5.16 0.039
H -5.77 4.25 -5.12 0.005
O 4.97 4.23 -0.13 -0.052
H 5.84 4.01 -0.49 0.074
H 4.53 3.37 -0.04 0.037
O 6.15 5.36 2.20 -0.073
H 5.37 5.13 1.68 -0.016
H 6.23 6.32 2.10 0.044
O 2.95 2.30 3.29 -0.066
H 3.12 3.25 3.28 0.030
H 3.39 1.97 2.49 0.016
O -0.62 10.30 -0.71 -0.071
H -0.47 9.35 -0.86 0.001
H -0.19 10.46 0.14 0.038
O 1.75 -3.36 -6.26 -0.091
H 1.68 -4.29 -6.51 0.024
H 1.36 -2.89 -7.02 0.053
O -1.05 -2.95 8.84 -0.058
H -1.03 -3.04 9.80 0.057
H -0.16 -3.23 8.56 0.046
O -2.24 2.41 5.41 -0.059
H -1.89 3.25 5.72 0.059
H -1.63 1.75 5.76 0.049
O 4.83 -1.10 -7.40 -0.073
H 5.77 -1.10 -7.64 0.053
H 4.37 -0.95 -8.24 0.054
O -1.00 7.31 -5.14 -0.058
H -1.21 6.36 -5.10 0.009
H -1.70 7.72 -4.62 0.041
O 3.26 -5.70 -6.24 -0.076
H 3.27 -5.79 -5.28 0.037
H 4.15 -5.98 -6.51 0.034
O 4.89 -7.53 -5.14 -0.058
H 5.76 -7.75 -5.49 0.058
H 4.45 -8.39 -5.05 0.060

5.
53
Properties=species:S:1:pos:R:3:lowdin_charge:R:1 method="wB97M-V/def2-TZVPD" multiplicity=2 total_charge=-1 s_squared=0.761 energy_ev=-71090.50602
O 3.54 0.71 3.84 -0.542
V 2.02 0.59 4.37 0.801
O 1.64 2.06 4.89 -0.564
C 0.79 -0.37 1.26 -0.096
C 0.76 -1.64 2.26 -0.381
O 1.27 -1.36 3.58 -0.437
H 0.48 0.50 1.83 0.031
H 0.13 -0.51 0.41 0.029
H 1.79 -0.17 0.87 0.065
H 1.41 -2.48 2.00 0.068
H -0.20 -2.13 2.33 0.060
C -2.01 3.41 2.55 0.037
N -1.11 4.61 2.76 -0.417
O -0.62 5.08 1.72 0.018
O -0.86 4.95 3.89 0.095
H -1.56 2.59 1.99 0.080
H -2.78 3.69 1.83 0.085
H -2.47 3.03 3.46 0.095
C 3.09 -3.90 -0.58 0.034
N 3.72 -4.17 -1.87 -0.444
O 3.99 -5.35 -2.09 0.039
O 4.26 -3.21 -2.43 0.048
H 4.05 -3.97 -0.05 0.115
H 2.42 -4.72 -0.34 0.102
H 2.66 -2.91 -0.39 0.096
C -2.70 -1.57 -0.06 -0.056
C -3.39 -0.94 -1.14 -0.053
C -4.11 -1.72 -2.00 -0.026
C -4.13 -3.12 -1.98 -0.146
C -3.47 -3.69 -0.91 -0.002
C -2.82 -2.94 0.07 -0.068
N -4.99 -3.86 -2.88 -0.333
O -5.48 -3.22 -3.82 0.044
O -4.97 -5.08 -2.94 0.081
H -2.28 -1.04 0.77 0.101
H -3.42 0.14 -1.20 0.104
H -4.70 -1.23 -2.76 0.114
H -3.51 -4.75 -0.70 0.118
H -2.36 -3.34 0.96 0.108
C 1.55 2.83 -3.35 -0.077
C 2.62 3.54 -2.78 -0.100
C 2.85 3.75 -1.46 -0.011
C 1.95 3.16 -0.49 -0.072
C 0.87 2.34 -1.05 0.020
C 0.68 2.22 -2.47 -0.083
N 2.18 3.27 0.96 -0.274
O 3.19 3.95 1.31 0.051
O 1.48 2.74 1.85 0.038
H 1.56 2.54 -4.39 0.103
H 3.39 3.87 -3.47 0.102
H 3.64 4.36 -1.05 0.112
H 0.03 2.01 -0.46 0.091
H -0.05 1.45 -2.67 0.097